[1]
Below is 13 unconnected molecules or ions with the total composition C52H79ClF30N13O20S6 in a non-equilibrium geometry, with properties calculated with ωB97M-V/def2-TZVPD.

* energy relative to the best compared isomer or geometry (same formula, charge and spin): 737.22 kJ/mol
* net charge: -3
* E_tot: -274573.2655 eV
* Kohn-Sham gap: 5.60 eV

Geometry (Å):
1 C -21.388 -29.302 12.749
2 C -21.111 -28.626 11.330
3 N -19.668 -28.392 11.207
4 C -18.775 -28.862 10.219
5 C -17.546 -28.359 10.510
6 N -17.676 -27.424 11.527
7 C -18.957 -27.568 11.991
8 C -16.679 -26.690 12.175
9 H -22.477 -29.348 12.727
10 H -21.060 -28.576 13.493
11 H -20.885 -30.251 12.931
12 H -21.717 -27.747 11.107
13 H -21.392 -29.347 10.563
14 H -19.054 -29.573 9.455
15 H -16.617 -28.438 9.965
16 H -19.256 -27.136 12.935
17 H -15.684 -27.071 11.946
18 H -16.859 -26.864 13.236
19 H -16.769 -25.637 11.911
20 C -10.404 -22.131 13.322
21 C -10.751 -22.279 14.810
22 N -12.277 -22.423 14.814
23 C -13.155 -21.329 14.525
24 C -14.457 -21.725 14.626
25 N -14.331 -23.082 14.975
26 C -13.056 -23.530 14.885
27 C -15.503 -23.988 15.159
28 H -9.368 -21.863 13.116
29 H -10.979 -21.356 12.814
30 H -10.399 -23.046 12.729
31 H -10.616 -21.343 15.353
32 H -10.258 -23.124 15.291
33 H -12.723 -20.358 14.338
34 H -15.407 -21.216 14.550
35 H -12.715 -24.547 15.014
36 H -15.523 -24.448 14.171
37 H -16.465 -23.505 15.326
38 H -15.192 -24.705 15.919
39 C -15.800 -22.313 11.232
40 C -16.687 -23.026 10.266
41 N -16.210 -22.960 8.840
42 C -16.389 -21.826 8.038
43 C -15.648 -22.037 6.915
44 N -15.097 -23.278 6.967
45 C -15.411 -23.839 8.169
46 C -14.335 -23.882 5.872
47 H -16.149 -22.400 12.261
48 H -15.774 -21.259 10.956
49 H -14.780 -22.653 11.056
50 H -17.705 -22.640 10.323
51 H -16.815 -24.096 10.432
52 H -17.004 -20.966 8.260
53 H -15.489 -21.359 6.090
54 H -15.143 -24.840 8.472
55 H -14.991 -23.987 5.008
56 H -13.978 -24.876 6.143
57 H -13.469 -23.285 5.588
58 C -18.847 -19.310 6.082
59 C -19.049 -20.843 6.170
60 N -20.106 -21.174 5.245
61 C -19.947 -21.466 3.885
62 C -21.210 -21.739 3.354
63 N -22.128 -21.706 4.392
64 C -21.432 -21.410 5.542
65 C -23.524 -22.149 4.253
66 H -19.765 -18.910 6.510
67 H -18.874 -18.953 5.052
68 H -17.955 -19.019 6.637
69 H -19.326 -21.181 7.168
70 H -18.106 -21.276 5.836
71 H -18.989 -21.353 3.399
72 H -21.678 -22.090 2.445
73 H -21.801 -21.373 6.556
74 H -23.932 -22.308 5.251
75 H -23.506 -23.025 3.604
76 H -24.092 -21.344 3.787
77 C -8.349 -21.208 10.157
78 C -9.508 -20.917 9.313
79 N -9.714 -21.931 8.303
80 C -10.903 -22.352 7.796
81 C -10.674 -23.352 6.827
82 N -9.283 -23.378 6.569
83 C -8.746 -22.575 7.545
84 C -8.502 -24.137 5.655
85 H -8.394 -20.600 11.061
86 H -7.426 -21.129 9.583
87 H -8.302 -22.233 10.524
88 H -9.539 -19.984 8.751
89 H -10.409 -20.882 9.926
90 H -11.723 -21.789 8.216
91 H -11.271 -24.025 6.228
92 H -7.710 -22.279 7.481
93 H -9.141 -24.827 5.103
94 H -7.614 -24.566 6.119
95 H -8.178 -23.419 4.903
96 Cl -14.340 -27.305 9.049
97 C -10.527 -22.939 2.627
98 F -10.563 -22.049 1.671
99 F -9.617 -23.921 2.341
100 F -10.086 -22.299 3.716
101 S -12.221 -23.795 2.845
102 O -13.056 -22.625 3.195
103 O -12.505 -24.326 1.551
104 N -11.850 -24.863 4.203
105 S -12.345 -26.207 3.695
106 O -13.780 -26.434 3.686
107 O -11.615 -26.798 2.590
108 C -11.838 -27.243 5.259
109 F -10.457 -27.380 5.260
110 F -12.177 -26.588 6.393
111 F -12.342 -28.517 5.188
112 C -17.307 -18.191 12.252
113 F -17.319 -19.378 11.737
114 F -16.932 -17.303 11.298
115 F -18.491 -17.878 12.807
116 S -16.013 -18.189 13.711
117 O -16.573 -19.063 14.714
118 O -14.715 -18.588 13.106
119 N -15.940 -16.571 14.153
120 S -15.740 -16.582 15.694
121 O -16.966 -16.865 16.412
122 O -14.526 -17.253 16.125
123 C -15.338 -14.691 15.927
124 F -16.252 -13.936 15.394
125 F -15.263 -14.489 17.181
126 F -14.202 -14.470 15.309
127 C -18.310 -24.781 2.050
128 F -18.092 -24.919 0.777
129 F -19.611 -24.299 2.226
130 F -18.219 -25.979 2.692
131 S -17.017 -23.584 2.891
132 O -17.341 -23.523 4.317
133 O -15.750 -24.323 2.663
134 N -17.336 -22.149 1.968
135 S -16.102 -21.367 2.365
136 O -15.771 -21.342 3.786
137 O -15.063 -21.589 1.408
138 C -16.800 -19.654 2.019
139 F -15.905 -18.783 2.488
140 F -16.997 -19.406 0.694
141 F -17.939 -19.539 2.722
142 C -12.632 -18.651 7.419
143 O -12.711 -19.640 8.456
144 O -11.204 -18.418 7.342
145 C -13.391 -19.253 6.048
146 F -14.632 -18.947 6.178
147 F -13.008 -18.575 4.913
148 F -13.227 -20.533 5.764
149 C -13.671 -19.602 9.438
150 C -12.971 -20.187 10.610
151 H -13.692 -20.250 11.426
152 H -12.766 -21.222 10.337
153 H -12.087 -19.666 10.977
154 H -14.449 -20.271 9.070
155 H -14.156 -18.673 9.739
156 H -13.286 -17.827 7.705
157 C -20.013 -24.696 14.545
158 O -19.912 -23.256 14.684
159 O -18.778 -25.371 14.659
160 C -21.161 -25.153 15.474
161 F -21.414 -26.505 15.500
162 F -21.029 -24.813 16.749
163 F -22.314 -24.551 15.208
164 C -19.299 -22.515 13.627
165 C -19.449 -21.004 14.011
166 H -18.882 -20.818 14.923
167 H -19.089 -20.382 13.191
168 H -20.502 -20.725 14.052
169 H -19.748 -22.521 12.634
170 H -18.263 -22.764 13.394
171 H -20.446 -24.831 13.554
172 C -10.297 -26.311 14.041
173 O -11.121 -25.475 13.261
174 O -11.110 -26.932 14.991
175 C -9.082 -27.142 13.228
176 F -8.598 -26.329 12.258
177 F -8.055 -27.525 13.982
178 F -9.547 -28.257 12.655
179 C -11.931 -26.105 12.246
180 C -12.498 -24.841 11.609
181 H -13.142 -24.228 12.239
182 H -11.740 -24.223 11.128
183 H -13.049 -25.219 10.748
184 H -12.810 -26.671 12.555
185 H -11.356 -26.646 11.494
186 H -9.661 -25.609 14.580
187 C -20.952 -23.530 8.867
188 O -21.022 -22.215 9.361
189 O -20.351 -23.470 7.568
190 C -20.377 -24.583 9.941
191 F -21.345 -25.222 10.677
192 F -19.752 -25.639 9.391
193 F -19.573 -24.149 10.801
194 C -22.024 -21.868 10.272
195 C -21.941 -20.411 10.661
196 H -22.639 -20.238 11.480
197 H -21.009 -19.973 11.019
198 H -22.248 -19.817 9.800
199 H -21.905 -22.537 11.124
200 H -23.054 -21.991 9.939
201 H -21.944 -23.894 8.597

[2]
Below is a molecular structure, C52H80AgN2Sb2Si4, with properties calculated with ωB97M-V/def2-TZVPD.

* energy relative to the best compared isomer or geometry (same formula, charge and spin): 51.20 kJ/mol
* net charge: -1
* E_tot: -106791.6640 eV
* Kohn-Sham gap: 6.13 eV

Geometry (Å):
1 Ag -0.780 -0.393 1.372
2 C -2.867 -2.156 -2.962
3 Sb -1.619 -0.956 -1.636
4 C -2.010 -1.912 0.209
5 C -3.382 -2.259 0.652
6 C -3.892 -1.747 1.857
7 C -5.122 -2.153 2.327
8 C -5.854 -3.073 1.583
9 C -5.290 -3.537 0.409
10 N -4.097 -3.160 -0.053
11 Si -0.971 -3.447 0.336
12 C -0.912 -4.564 -1.190
13 C -1.619 -4.510 1.746
14 C 0.817 -3.055 0.754
15 C -2.723 1.015 -1.951
16 C -2.137 2.034 -0.989
17 C -2.603 3.358 -0.928
18 C -1.910 4.309 -0.206
19 C -0.743 3.948 0.450
20 C -0.357 2.624 0.369
21 N -1.033 1.695 -0.311
22 Si -1.986 1.657 -3.604
23 C -0.299 2.374 -3.259
24 C -2.996 3.053 -4.368
25 C -1.795 0.394 -4.978
26 Si -4.622 0.963 -2.007
27 C -5.261 0.172 -3.587
28 C -5.498 2.643 -1.982
29 C -5.380 0.096 -0.548
30 H -2.313 -3.080 -3.128
31 H -3.050 -1.679 -3.919
32 H -3.801 -2.413 -2.463
33 H -3.283 -1.038 2.402
34 H -5.508 -1.758 3.260
35 H -6.826 -3.425 1.905
36 H -5.823 -4.263 -0.199
37 H -1.914 -4.924 -1.440
38 H -0.270 -5.427 -0.979
39 H -0.506 -4.056 -2.071
40 H -2.573 -4.982 1.504
41 H -1.755 -3.905 2.647
42 H -0.891 -5.297 1.972
43 H 1.202 -2.259 0.109
44 H 1.478 -3.920 0.638
45 H 0.893 -2.693 1.784
46 H -3.479 3.649 -1.482
47 H -2.272 5.330 -0.172
48 H -0.158 4.656 1.020
49 H 0.532 2.274 0.882
50 H -0.366 3.322 -2.718
51 H 0.228 2.549 -4.201
52 H 0.304 1.688 -2.662
53 H -3.003 3.945 -3.737
54 H -4.028 2.785 -4.597
55 H -2.508 3.324 -5.311
56 H -1.160 -0.447 -4.693
57 H -1.305 0.915 -5.808
58 H -2.747 0.002 -5.341
59 H -4.928 0.697 -4.485
60 H -6.354 0.235 -3.559
61 H -4.992 -0.877 -3.683
62 H -5.163 3.368 -2.725
63 H -5.464 3.110 -0.995
64 H -6.548 2.415 -2.193
65 H -5.315 -0.989 -0.620
66 H -6.437 0.371 -0.478
67 H -4.893 0.397 0.382
68 C -0.786 -1.480 4.689
69 Si -0.365 0.134 3.754
70 C 1.465 0.503 4.295
71 C 2.049 1.669 3.497
72 C 1.663 0.783 5.786
73 C 2.279 -0.745 3.928
74 C -1.571 1.428 4.573
75 C -1.095 2.867 4.363
76 C -2.936 1.289 3.887
77 C -1.793 1.198 6.072
78 H -0.501 -1.465 5.748
79 H -0.299 -2.337 4.216
80 H -1.864 -1.672 4.638
81 H 1.526 2.611 3.677
82 H 2.006 1.460 2.423
83 H 3.103 1.823 3.768
84 H 1.209 1.730 6.087
85 H 2.735 0.849 6.025
86 H 1.238 -0.006 6.413
87 H 2.140 -1.017 2.876
88 H 1.997 -1.612 4.532
89 H 3.352 -0.563 4.091
90 H -0.866 3.068 3.313
91 H -0.204 3.095 4.953
92 H -1.880 3.574 4.671
93 H -2.863 1.424 2.803
94 H -3.637 2.039 4.279
95 H -3.378 0.304 4.072
96 H -0.875 1.296 6.653
97 H -2.204 0.205 6.270
98 H -2.511 1.934 6.466
99 C 4.829 2.144 1.342
100 C 5.631 1.598 0.193
101 C 6.980 1.931 0.073
102 C 7.752 1.446 -0.971
103 C 7.177 0.607 -1.915
104 C 5.837 0.268 -1.802
105 C 5.051 0.759 -0.762
106 Sb 2.971 0.117 -0.692
107 C 3.751 -1.898 -0.390
108 C 4.512 -1.865 0.782
109 C 5.136 -2.993 1.289
110 C 5.011 -4.195 0.612
111 C 4.240 -4.248 -0.537
112 C 3.588 -3.123 -1.044
113 C 2.696 -3.303 -2.238
114 C 2.752 0.543 -2.813
115 C 2.168 -0.334 -3.724
116 C 2.047 -0.022 -5.072
117 C 2.505 1.201 -5.533
118 C 3.007 2.118 -4.625
119 C 3.112 1.826 -3.266
120 C 3.536 2.945 -2.346
121 H 5.404 2.867 1.922
122 H 4.515 1.349 2.021
123 H 3.915 2.634 1.000
124 H 7.427 2.586 0.814
125 H 8.797 1.720 -1.045
126 H 7.768 0.216 -2.735
127 H 5.396 -0.388 -2.545
128 H 4.626 -0.933 1.330
129 H 5.708 -2.928 2.206
130 H 5.491 -5.090 0.986
131 H 4.112 -5.195 -1.050
132 H 2.532 -4.362 -2.438
133 H 3.125 -2.851 -3.133
134 H 1.717 -2.853 -2.060
135 H 1.760 -1.271 -3.384
136 H 1.586 -0.730 -5.749
137 H 2.430 1.459 -6.583
138 H 3.298 3.106 -4.966
139 H 3.311 3.906 -2.809
140 H 4.602 2.916 -2.118
141 H 2.993 2.913 -1.397

[3]
Below is 9 unconnected molecules or ions with the total composition C52H83F2N10Si in a non-equilibrium geometry, with properties calculated with ωB97M-V/def2-TZVPD.

* energy relative to the best compared isomer or geometry (same formula, charge and spin): 1584.32 kJ/mol
* net charge: +1
* E_tot: -83458.6215 eV
* Kohn-Sham gap: 7.73 eV

Geometry (Å):
1 C -2.954 -1.136 0.745
2 Si -1.418 0.025 0.416
3 C -1.192 1.061 2.064
4 C -1.713 1.314 -0.985
5 C -1.506 0.746 -2.509
6 C -0.986 2.031 -3.444
7 F -1.020 1.502 -4.859
8 F -1.999 3.152 -3.441
9 N 0.410 2.498 -3.092
10 C 1.567 2.214 -4.026
11 C 1.752 3.612 -4.863
12 C 1.055 4.806 -3.954
13 C 0.602 3.956 -2.627
14 C 1.831 3.921 -1.493
15 C 1.455 3.643 0.111
16 C 2.723 3.641 1.181
17 C 4.211 3.914 0.551
18 N 4.577 4.178 -0.882
19 C 3.415 4.162 -1.834
20 C 0.170 -1.047 0.222
21 C 1.328 -0.889 -0.927
22 C 2.677 -1.871 -0.939
23 C 2.942 -3.071 0.180
24 C 1.736 -3.258 1.316
25 C 0.393 -2.265 1.339
26 H -3.122 -1.845 -0.177
27 H -3.881 -0.434 0.947
28 H -2.756 -1.729 1.757
29 H -0.082 0.922 2.410
30 H -1.968 0.712 2.897
31 H -1.388 2.191 1.824
32 H -1.098 2.325 -0.849
33 H -2.856 1.648 -0.907
34 H -2.598 0.483 -2.915
35 H -0.804 -0.188 -2.587
36 H 0.694 1.985 -2.227
37 H 1.531 1.289 -4.743
38 H 2.520 1.951 -3.360
39 H 2.902 3.854 -5.001
40 H 1.357 3.645 -5.964
41 H 0.062 5.280 -4.358
42 H 1.738 5.647 -3.510
43 H -0.287 4.349 -1.958
44 H 0.349 3.465 0.484
45 H 2.562 3.476 2.349
46 H 5.113 3.905 1.334
47 H 3.672 4.368 -2.983
48 H 1.223 -0.079 -1.766
49 H 3.528 -1.761 -1.767
50 H 3.916 -3.758 0.177
51 H 1.857 -4.127 2.122
52 H -0.415 -2.458 2.169
53 C -7.569 0.005 -0.593
54 C -7.968 -0.896 0.569
55 C -8.181 -0.134 1.877
56 C -6.941 0.471 2.379
57 N -5.962 0.956 2.771
58 H -6.605 0.490 -0.411
59 H -7.477 -0.584 -1.511
60 H -8.321 0.782 -0.763
61 H -7.205 -1.672 0.702
62 H -8.902 -1.409 0.306
63 H -8.566 -0.831 2.631
64 H -8.946 0.638 1.739
65 C 1.741 -4.887 -3.797
66 C 0.560 -5.848 -3.808
67 C -0.790 -5.141 -3.932
68 C -1.093 -4.307 -2.762
69 N -1.328 -3.641 -1.840
70 H 1.711 -4.224 -2.927
71 H 2.681 -5.447 -3.756
72 H 1.754 -4.270 -4.701
73 H 0.585 -6.461 -2.900
74 H 0.676 -6.531 -4.658
75 H -1.575 -5.899 -4.039
76 H -0.812 -4.531 -4.842
77 C 7.104 9.179 1.192
78 C 7.128 8.349 -0.085
79 C 6.135 7.187 -0.067
80 C 6.469 6.183 0.951
81 N 6.731 5.393 1.761
82 H 7.408 8.587 2.061
83 H 7.798 10.022 1.105
84 H 6.104 9.581 1.381
85 H 8.145 7.976 -0.254
86 H 6.884 9.005 -0.930
87 H 6.136 6.708 -1.052
88 H 5.120 7.565 0.101
89 C -0.939 -9.030 -1.216
90 C -2.385 -8.881 -1.672
91 C -2.687 -9.628 -2.971
92 C -1.952 -9.076 -4.116
93 N -1.365 -8.644 -5.020
94 H -0.244 -8.592 -1.939
95 H -0.791 -8.516 -0.261
96 H -0.677 -10.083 -1.079
97 H -2.620 -7.816 -1.784
98 H -3.039 -9.271 -0.883
99 H -3.762 -9.561 -3.173
100 H -2.452 -10.692 -2.853
101 C -1.318 8.991 -3.702
102 C -0.156 9.941 -3.958
103 C 1.211 9.267 -3.840
104 C 1.492 8.809 -2.473
105 N 1.710 8.441 -1.394
106 H -1.303 8.605 -2.678
107 H -2.270 9.513 -3.846
108 H -1.290 8.141 -4.392
109 H -0.222 10.787 -3.263
110 H -0.258 10.350 -4.970
111 H 1.984 9.984 -4.140
112 H 1.273 8.423 -4.537
113 C -6.852 -6.840 1.577
114 C -6.672 -8.332 1.825
115 C -5.343 -8.874 1.299
116 C -5.250 -8.800 -0.165
117 N -5.175 -8.734 -1.322
118 H -6.880 -6.612 0.507
119 H -7.795 -6.497 2.015
120 H -6.038 -6.265 2.030
121 H -7.509 -8.876 1.373
122 H -6.719 -8.512 2.906
123 H -5.243 -9.921 1.608
124 H -4.509 -8.328 1.754
125 C 4.687 0.960 6.236
126 C 5.319 2.124 5.483
127 C 4.461 3.389 5.498
128 C 3.195 3.214 4.774
129 N 2.191 3.072 4.208
130 H 3.746 0.646 5.773
131 H 5.363 0.099 6.233
132 H 4.485 1.230 7.278
133 H 5.522 1.816 4.450
134 H 6.287 2.352 5.945
135 H 5.026 4.203 5.032
136 H 4.261 3.693 6.532
137 C 1.514 -1.970 5.171
138 C 1.472 -2.378 6.638
139 C 1.734 -3.869 6.857
140 C 0.678 -4.711 6.281
141 N -0.154 -5.377 5.818
142 H 0.724 -2.463 4.596
143 H 1.368 -0.890 5.078
144 H 2.479 -2.223 4.720
145 H 0.501 -2.098 7.063
146 H 2.236 -1.806 7.180
147 H 1.793 -4.061 7.934
148 H 2.705 -4.144 6.432

> Which of these has the highest E_tot?

C52H83F2N10Si

> Among the records above, which one has the lowest E_tot?

C52H79ClF30N13O20S6

> What is the Kohn-Sham gap in the first record?

5.60 eV

> Which value of E_tot does entry 3 give?

-83458.6215 eV